# 1
C6H18CoO10P as an isolated structure. Source: the OMol25 dataset; level of theory: ωB97M-V/def2-TZVPD.

```
36
Properties=species:S:1:pos:R:3
Co 6.363 5.988 6.053
P 8.331 6.811 4.530
O 9.844 6.898 3.929
O 8.267 7.011 6.096
O 7.636 5.462 4.446
O 7.565 8.036 3.870
C 4.047 4.174 6.319
C 4.098 3.925 4.738
O 3.654 4.883 3.912
O 5.021 5.047 6.773
H 4.291 3.173 6.758
H 3.059 4.578 6.654
H 3.530 2.996 4.533
H 5.149 3.679 4.387
H 4.086 5.735 4.086
H 10.565 6.446 4.528
C 4.620 8.447 4.520
C 4.807 8.581 6.050
O 6.104 8.132 6.517
O 5.005 7.189 3.995
H 5.216 9.297 3.955
H 3.512 8.584 4.359
H 3.994 7.994 6.451
H 4.637 9.652 6.323
H 6.750 8.391 5.841
H 5.924 7.289 3.573
C 10.132 6.542 9.104
C 8.851 5.797 8.871
O 9.043 4.875 7.767
O 10.436 7.374 7.985
H 10.944 5.807 9.323
H 9.983 7.107 10.013
H 8.162 6.611 8.562
H 8.576 5.366 9.885
H 8.688 5.376 6.983
H 9.673 7.375 7.279
```

## Properties
Charge: -1
Expectation value of S²: 3.758
ΔE to the lowest compared entry with this formula, charge and spin: 3.49 kcal/mol
Gap between HOMO and LUMO (alpha / beta): 9.008 / 9.176 eV
Strongest force on any atom: 3.5 eV/A
HOMO (alpha / beta): -0.213 / -0.220 hartree
2S+1: 4


# 2
An isolated molecule of C7H8O. Source: the OMol25 dataset; level of theory: ωB97M-V/def2-TZVPD.

```
16
Properties=species:S:1:pos:R:3
C 0.818 -1.944 -1.800
C -0.245 -0.315 -0.395
C 0.140 -0.711 0.920
C 0.283 0.327 1.915
C 0.029 1.620 1.602
C -0.321 1.986 0.326
C -0.453 1.004 -0.687
H 0.405 -2.827 -2.560
H 1.381 -1.322 -2.222
H 1.168 -2.597 -0.898
H 0.121 -1.608 1.152
H 0.354 -0.130 2.992
H 0.157 2.538 2.349
H -0.480 3.137 0.252
H -0.828 1.547 -1.741
O -0.474 -1.317 -1.327
```

## Properties
ΔE to the lowest compared entry with this formula, charge and spin: 81.56 kcal/mol
Gap between HOMO and LUMO: 10.051 eV
Strongest force on any atom: 12.6 eV/A
HOMO: -0.334 hartree


# 3
C45H36AsCoGeN3O3S2 as an isolated structure. Source: the OMol25 dataset; level of theory: ωB97M-V/def2-TZVPD.

```
92
Properties=species:S:1:pos:R:3
Co 1.212 -1.205 -1.221
C -3.262 -1.714 3.144
C -2.787 -2.848 2.498
C -1.517 -2.848 1.944
C -0.707 -1.721 2.042
C -1.192 -0.581 2.672
C -2.468 -0.579 3.223
As 1.057 -1.761 1.202
C 2.019 -0.548 2.367
C 2.070 0.832 2.249
C 2.835 1.571 3.145
C 3.550 0.917 4.144
C 3.515 -0.469 4.247
C 2.751 -1.211 3.352
C 2.640 -2.693 3.315
C 3.275 -3.575 4.183
C 3.092 -4.945 4.039
C 2.276 -5.442 3.029
C 1.642 -4.562 2.159
C 1.817 -3.195 2.304
H -4.260 -1.709 3.567
H -3.415 -3.727 2.405
H -1.173 -3.721 1.402
H -0.586 0.316 2.720
H -2.846 0.319 3.700
H 1.533 1.319 1.445
H 2.884 2.650 3.049
H 4.152 1.490 4.840
H 4.092 -0.966 5.019
H 3.917 -3.198 4.973
H 3.587 -5.628 4.718
H 2.135 -6.511 2.920
H 1.001 -4.958 1.379
C 0.394 0.469 -0.834
Ge 0.214 2.370 -1.145
C 0.538 2.805 -3.018
C 0.190 4.034 -3.581
C 0.517 4.335 -4.900
C 1.209 3.410 -5.672
C 1.572 2.186 -5.121
C 1.235 1.887 -3.805
C 1.689 3.253 -0.179
C 2.946 2.638 -0.148
C 4.017 3.231 0.510
C 3.848 4.455 1.153
C 2.607 5.078 1.136
C 1.537 4.479 0.475
C -1.428 3.132 -0.427
C -2.467 3.620 -1.222
C -3.665 4.033 -0.649
C -3.847 3.949 0.727
C -2.826 3.458 1.531
C -1.626 3.054 0.955
H -0.336 4.775 -2.984
H 0.233 5.292 -5.324
H 1.466 3.644 -6.699
H 2.118 1.464 -5.718
H 1.511 0.929 -3.380
H 3.081 1.671 -0.628
H 4.982 2.736 0.529
H 4.680 4.917 1.670
H 2.471 6.029 1.639
H 0.568 4.969 0.476
H -2.355 3.645 -2.302
H -4.467 4.400 -1.280
H -4.790 4.249 1.170
H -2.967 3.379 2.603
H -0.833 2.670 1.593
N 1.406 -2.816 -3.503
C 1.983 -2.991 -2.285
N 1.602 -4.110 -1.622
S 3.326 -2.040 -1.779
H 0.445 -3.158 -3.558
H 1.604 -1.935 -3.948
H 0.623 -4.363 -1.790
H 1.921 -4.150 -0.670
O -1.027 -3.682 -2.546
C -1.566 -2.656 -2.040
N -0.806 -1.736 -1.420
S -1.394 -0.243 -0.934
O -1.959 0.503 -2.080
O -3.135 -1.081 -0.293
C -3.757 -1.723 -1.260
C -5.159 -1.660 -1.382
C -5.807 -2.341 -2.393
C -5.088 -3.108 -3.320
C -3.712 -3.189 -3.194
C -3.040 -2.508 -2.179
H -5.703 -1.060 -0.661
H -6.888 -2.276 -2.472
H -5.600 -3.630 -4.121
H -3.126 -3.789 -3.880
```

## Properties
Charge: -1
Expectation value of S²: 6.042
ΔE to the lowest compared entry with this formula, charge and spin: 16.85 kcal/mol
Gap between HOMO and LUMO (alpha / beta): 6.585 / 6.601 eV
Strongest force on any atom: 1.4 eV/A
HOMO (alpha / beta): -0.152 / -0.175 hartree
2S+1: 5


# 4
An isolated molecule of C5H9NO2. Source: the OMol25 dataset; level of theory: ωB97M-V/def2-TZVPD.

```
17
Properties=species:S:1:pos:R:3
C -0.538 -0.835 -0.663
C 0.984 0.826 2.125
C 0.684 -1.365 -1.325
C 0.699 0.907 0.647
C -0.641 0.390 0.250
O -2.483 0.502 -1.197
N -1.041 0.519 -1.137
O 1.487 1.426 -0.140
H -2.626 0.972 -2.039
H -1.288 -1.604 -0.509
H -1.422 0.381 1.003
H 1.449 -0.137 2.347
H 1.663 1.636 2.406
H 0.074 0.941 2.719
H 0.412 -2.061 -2.126
H 1.284 -1.918 -0.595
H 1.304 -0.580 -1.767
```

## Properties
ΔE to the lowest compared entry with this formula, charge and spin: 76.49 kcal/mol
Gap between HOMO and LUMO: 10.387 eV
Strongest force on any atom: 2.1 eV/A
HOMO: -0.347 hartree


# 5
C31H37N6O4S2SbSe4Ti as an isolated structure. Source: the OMol25 dataset; level of theory: ωB97M-V/def2-TZVPD.

```
86
Properties=species:S:1:pos:R:3
Ti -0.220 0.347 0.257
C -5.942 -0.528 -1.860
C -5.518 0.118 -0.548
N -4.405 -0.566 0.090
C -3.125 -0.396 -0.292
S -1.928 -1.309 0.613
N -2.892 0.391 -1.301
N -1.553 0.582 -1.580
C -1.348 0.973 -2.784
C -2.458 1.104 -3.783
C 0.035 1.148 -3.321
C 0.485 0.193 -4.217
C 1.747 0.314 -4.780
C 2.530 1.398 -4.441
C 2.011 2.338 -3.574
N 0.790 2.227 -3.042
H -6.772 0.024 -2.302
H -6.261 -1.559 -1.702
H -5.111 -0.522 -2.564
H -6.344 0.119 0.164
H -5.222 1.154 -0.718
H -4.569 -1.176 0.870
H -2.887 0.119 -3.986
H -2.096 1.544 -4.710
H -3.248 1.722 -3.361
H -0.149 -0.651 -4.450
H 2.108 -0.444 -5.461
H 3.531 1.526 -4.825
H 2.564 3.229 -3.300
C -0.389 -0.663 7.773
O 0.103 -0.931 6.473
C -0.286 -0.096 5.474
C -1.138 0.988 5.640
C -1.468 1.767 4.535
C -0.974 1.506 3.269
C -1.311 2.367 2.075
C -2.566 3.209 2.226
O -1.359 1.670 0.906
C -0.111 0.407 3.134
O 0.419 0.095 1.924
C 0.225 -0.386 4.213
H 0.036 -1.426 8.419
H -1.479 -0.728 7.805
H -0.074 0.324 8.121
H -1.553 1.236 6.605
H -2.135 2.605 4.685
H -2.474 3.960 3.011
H -3.410 2.555 2.457
H -2.748 3.714 1.279
H 0.879 -1.236 4.077
C 2.639 -2.584 1.723
C 3.910 -2.348 0.920
N 4.149 -0.942 0.581
C 4.878 -0.119 1.547
C 3.966 0.743 2.411
C 3.745 -0.427 -0.585
S 4.090 1.127 -1.106
N 3.092 -1.312 -1.429
C 1.823 -1.362 -1.503
O 1.000 -0.651 -0.752
C 1.192 -2.292 -2.479
C 1.969 -2.857 -3.488
C 1.384 -3.676 -4.438
C 0.020 -3.948 -4.381
C -0.749 -3.405 -3.363
C -0.167 -2.577 -2.413
H 2.534 -3.647 1.943
H 1.757 -2.255 1.175
H 2.665 -2.042 2.668
H 3.883 -2.917 -0.007
H 4.778 -2.686 1.488
H 5.569 0.514 0.992
H 5.460 -0.801 2.167
H 3.385 1.417 1.783
H 4.566 1.348 3.092
H 3.277 0.140 3.002
H 3.026 -2.631 -3.519
H 1.989 -4.107 -5.226
H -0.436 -4.588 -5.125
H -1.807 -3.627 -3.302
H -0.769 -2.154 -1.620
Se 1.659 5.699 -2.511
Sb 0.175 4.037 -1.749
Se -2.173 4.135 -1.740
Se 0.246 3.734 1.903
Se 1.332 2.705 0.145
```

## Properties
ΔE to the lowest compared entry with this formula, charge and spin: 8.55 kcal/mol
Gap between HOMO and LUMO: 7.092 eV
Strongest force on any atom: 0.6 eV/A
HOMO: -0.287 hartree


# 6
C11H16ClO2PW as an isolated structure. Source: the OMol25 dataset; level of theory: ωB97M-V/def2-TZVPD.

```
32
Properties=species:S:1:pos:R:3
Cl -0.136 3.307 -0.518
C -2.246 0.259 -1.543
C -1.385 -0.854 -1.250
C -0.120 -0.619 -1.905
H -1.680 -1.793 -0.784
C -0.191 0.653 -2.578
C -1.527 1.175 -2.383
H -1.929 2.056 -2.896
H -3.290 0.346 -1.228
H 0.703 -1.318 -2.013
C 0.922 1.274 -3.353
W -0.417 0.904 -0.394
C 1.523 1.281 0.073
O 2.622 1.560 0.390
C -1.591 1.725 1.260
O -2.136 2.333 2.083
H 1.887 1.028 -2.911
H 0.819 2.356 -3.362
H 0.929 0.923 -4.388
C -0.855 -2.119 2.288
P 0.129 -0.771 1.544
C 0.819 0.077 2.984
C 1.623 -1.678 0.988
H -1.733 -1.726 2.812
H -0.232 -2.668 3.019
H -1.197 -2.830 1.528
H 1.382 -0.661 3.583
H 1.495 0.891 2.686
H 0.011 0.494 3.604
H 2.092 -2.128 1.880
H 1.363 -2.472 0.275
H 2.345 -1.005 0.509
```

## Properties
Charge: +4
ΔE to the lowest compared entry with this formula, charge and spin: 0.00 kcal/mol
Gap between HOMO and LUMO (alpha / beta): 6.023 / 6.022 eV
Strongest force on any atom: 10.7 eV/A
HOMO (alpha / beta): -0.979 / -0.979 hartree


# 7
C10H12Cl2F10In as an isolated structure. Source: the OMol25 dataset; level of theory: ωB97M-V/def2-TZVPD.

```
35
Properties=species:S:1:pos:R:3
C 2.460 2.265 2.190
C 2.095 1.641 1.112
In 1.508 -0.499 1.196
C 3.170 -1.941 0.688
C 4.103 -1.983 1.899
F 5.097 -1.023 1.818
C -0.245 -0.974 -0.190
F -0.341 -2.301 -0.449
F 0.033 -0.382 -1.409
C -1.624 -0.401 0.163
F -2.496 -0.699 -0.834
F -1.483 0.897 0.236
C -2.261 -0.950 1.433
F -2.313 -2.271 1.371
F -1.598 -0.620 2.508
C -3.755 -0.466 1.625
F -3.993 -0.349 2.915
F -3.985 0.695 1.078
F -4.603 -1.338 1.171
H 2.568 1.710 3.110
H 2.641 3.331 2.166
H 2.073 2.190 0.175
H 1.112 -0.857 2.910
H 2.696 -2.920 0.642
H 3.701 -1.676 -0.220
H 4.508 -2.984 2.064
H 3.510 -1.735 2.779
Cl 0.297 1.897 -4.972
C -0.909 1.462 -3.728
C -2.316 1.746 -4.181
Cl -2.650 3.496 -4.317
H -0.664 2.004 -2.819
H -0.794 0.399 -3.531
H -3.019 1.346 -3.452
H -2.523 1.292 -5.147
```

## Properties
Charge: -1
Gap between HOMO and LUMO: 7.580 eV
Strongest force on any atom: 2.8 eV/A
HOMO: -0.180 hartree


# 8
A 8-piece molecular cluster, C21H39F4N16O12S overall. Source: the OMol25 dataset; level of theory: ωB97M-V/def2-TZVPD.

```
93
Properties=species:S:1:pos:R:3
C -0.603 -0.965 1.304
C -1.349 -0.020 1.367
C -2.141 1.178 1.388
C -3.451 1.026 1.986
O -3.871 -0.189 2.498
C -3.684 -0.109 3.825
N -3.516 -0.046 4.965
C -4.294 2.140 1.997
C -5.693 1.972 2.602
C -3.818 3.372 1.422
C -4.832 4.525 1.446
C -5.746 4.351 0.198
O -6.921 4.377 0.219
F -5.059 4.143 -0.972
N -2.585 3.484 0.910
C -2.236 4.841 0.401
O -2.093 5.807 1.404
C -1.214 5.431 2.475
C -1.717 2.412 0.874
S -0.078 2.588 0.135
O 0.593 3.791 0.556
O 0.801 1.484 0.333
C -0.364 2.831 -1.712
F 0.410 1.985 -2.419
F -0.008 4.058 -2.093
F -1.641 2.585 -2.044
H -0.094 -1.908 1.001
H -6.446 2.652 2.170
H -5.604 2.262 3.674
H -6.060 0.934 2.520
H -4.386 5.533 1.416
H -5.470 4.494 2.346
H -3.067 5.184 -0.245
H -1.340 4.865 -0.243
H -0.157 5.523 2.158
H -1.347 6.201 3.263
H -1.447 4.462 2.954
C -0.048 -4.963 -0.144
O -0.250 -3.755 0.003
N -0.917 -5.906 0.299
N 1.055 -5.445 -0.759
H -0.770 -6.892 0.184
H -1.748 -5.587 0.760
H 1.724 -4.778 -1.098
H 1.237 -6.423 -0.888
C 3.038 0.285 3.268
O 1.915 -0.160 3.476
N 4.106 -0.013 4.050
N 3.304 1.122 2.222
H 5.034 0.345 3.893
H 3.945 -0.626 4.828
H 2.533 1.357 1.627
H 4.211 1.502 2.027
C 4.762 -5.347 0.426
O 3.788 -5.473 -0.299
N 6.008 -5.076 -0.058
N 4.684 -5.469 1.781
H 6.819 -4.969 0.520
H 6.102 -4.980 -1.053
H 3.781 -5.668 2.172
H 5.469 -5.370 2.396
C -1.313 -7.581 -3.225
O -0.938 -7.906 -2.108
N -2.253 -8.287 -3.917
N -0.824 -6.487 -3.868
H -2.575 -8.038 -4.832
H -2.634 -9.101 -3.471
H -0.133 -5.941 -3.383
H -1.118 -6.199 -4.781
C 7.102 2.682 4.201
O 6.773 1.505 4.189
N 7.429 3.337 5.348
N 7.170 3.437 3.067
H 7.703 4.300 5.382
H 7.391 2.811 6.202
H 6.937 2.986 2.202
H 7.438 4.403 3.055
C -1.688 -2.082 -3.591
O -1.879 -3.285 -3.658
N -1.426 -1.451 -2.402
N -1.714 -1.272 -4.684
H -1.263 -0.467 -2.320
H -1.395 -2.024 -1.575
H -1.899 -1.709 -5.568
H -1.558 -0.281 -4.660
C -0.436 2.141 -6.120
O -0.644 0.936 -6.128
N -0.175 2.853 -4.982
N -0.444 2.882 -7.262
H 0.001 3.840 -4.978
H -0.164 2.358 -4.106
H -0.631 2.397 -8.121
H -0.276 3.869 -7.287
```

## Properties
Charge: +1
ΔE to the lowest compared entry with this formula, charge and spin: 0.00 kcal/mol
Gap between HOMO and LUMO: 5.340 eV
Strongest force on any atom: 3.8 eV/A
HOMO: -0.390 hartree